C3H3EuO3 | ωB97M-V/def2-TZVPD

Last column: Mulliken spin population.
Positions of all 10 atoms, in Å:
H -0.475 -0.275 0.480  -0.003
O 0.800 1.590 -0.676  0.005
C 1.155 0.462 -0.500  -0.050
O 0.568 -0.485 0.248  -0.007
O 2.211 -0.142 -1.047  0.013
Eu 2.566 -2.117 0.426  8.051
H 2.715 0.391 -1.781  -0.011
C -2.794 0.171 0.984  0.000
C -3.524 1.004 1.548  0.001
H -3.222 -0.599 0.318  0.001

Values from the calculation:
HOMO level (spin up / spin down)   -0.247 / -0.247 Eh
2S+1   9
M   239.0 g/mol
ΔE to the lowest compared entry with this formula, charge and spin   5.688 eV

C3H3F2I | ωB97M-V/def2-TZVPD

Last column: Mulliken charge in e.
Positions of all 9 atoms, in Å:
C -0.357 -0.335 0.912  -0.401
C -0.300 0.641 -0.250  -0.400
C 0.295 -0.635 -0.384  0.401
F 2.722 0.472 -0.271  -0.664
F 0.602 -1.649 -1.237  -0.121
I -2.073 0.918 -1.431  0.129
H 0.231 -0.077 1.859  0.292
H -1.339 -0.866 0.986  0.264
H 0.219 1.530 -0.185  0.500

Values from the calculation:
HOMO level (spin up / spin down)   -0.354 / -0.355 Eh
2S+1   1
M   204.0 g/mol
ΔE to the lowest compared entry with this formula, charge and spin   5.398 eV

C3H3F2N | ωB97M-V/def2-TZVPD

Last column: Mulliken charge in e.
Positions of all 9 atoms, in Å:
C 0.720 -1.143 -0.170  -0.541
C 1.228 0.046 -0.005  0.451
F 0.909 1.178 -0.595  -0.216
F 2.133 0.452 0.945  -0.248
H 0.060 -1.343 -1.046  0.293
H 1.182 -1.990 0.415  0.255
C -2.003 0.991 0.134  0.076
N -1.890 0.054 -0.493  -0.347
H -2.339 1.755 0.815  0.277

Values from the calculation:
HOMO level   -0.369 Eh
2S+1   1
M   91.1 g/mol
ΔE to the lowest compared entry with this formula, charge and spin   1.610 eV
SMILES string   C=C(F)F.C#N

C3H3F2NOS | ωB97M-V/def2-TZVPD

Last column: Mulliken charge in e.
Positions of all 11 atoms, in Å:
O -1.890 0.093 1.422  -0.433
N -0.857 0.362 0.641  -0.159
C -0.202 1.414 0.762  -0.187
S 1.230 1.489 -0.380  -0.142
C 0.728 0.104 -1.233  -0.196
C 0.993 -1.179 -0.781  0.460
F 1.834 -1.290 0.358  -0.226
F 0.656 -2.374 -1.310  -0.212
H -2.112 -0.797 1.146  0.357
H -0.312 2.137 1.478  0.457
H -0.068 0.041 -2.103  0.282

Values from the calculation:
HOMO level   -0.331 Eh
2S+1   1
M   139.1 g/mol
ΔE to the lowest compared entry with this formula, charge and spin   3.353 eV
SMILES string   O/N=C/SC=C(F)F

C3H3F3O | ωB97M-V/def2-TZVPD

Last column: Mulliken charge in e.
Positions of all 10 atoms, in Å:
O 2.058 1.211 -0.903  -0.346
C 1.019 1.074 -0.438  -0.050
C 0.492 -0.430 0.284  -0.733
C -0.971 -0.510 0.120  0.806
F -1.596 -1.643 0.616  -0.273
F -1.602 0.550 0.645  -0.246
F -1.300 -0.578 -1.191  -0.260
H 0.363 1.865 -0.260  0.425
H 0.790 -1.254 -0.222  0.352
H 0.747 -0.285 1.349  0.325

Values from the calculation:
HOMO level   -0.386 Eh
2S+1   1
M   112.0 g/mol
ΔE to the lowest compared entry with this formula, charge and spin   0.700 eV
SMILES string   O=CCC(F)(F)F

C3H3F3O | ωB97M-V/def2-TZVPD

Last column: Mulliken charge in e.
Positions of all 10 atoms, in Å:
C 0.469 -0.119 0.463  -1.079
C -0.525 -0.438 -0.404  0.808
C 2.928 -0.013 0.420  0.088
O -1.171 0.178 -1.309  -0.420
F -1.108 -1.663 -0.172  -0.266
F 3.084 0.702 -0.646  -0.089
F 3.074 -1.255 0.053  -0.096
H 1.138 0.799 0.602  0.426
H 0.562 -0.866 1.177  0.305
H -1.937 -0.235 -1.498  0.323

Values from the calculation:
HOMO level   -0.339 Eh
2S+1   1
M   112.0 g/mol
ΔE to the lowest compared entry with this formula, charge and spin   3.933 eV

C3H3F4NO | ωB97M-V/def2-TZVPD

Last column: Mulliken charge in e.
Positions of all 12 atoms, in Å:
C -0.012 -0.377 2.388  -0.711
O 0.222 0.606 1.340  -0.307
C -0.014 0.026 -0.045  0.597
F -0.104 -1.274 0.017  -0.174
N 0.081 0.824 -0.975  -0.411
C 0.013 0.540 -2.340  0.878
F 0.146 1.699 -2.981  -0.250
F -1.101 -0.076 -2.679  -0.241
F 1.051 -0.219 -2.766  -0.263
H -0.856 -0.842 2.064  0.315
H -0.164 0.101 3.372  0.244
H 0.740 -1.007 2.604  0.323

Values from the calculation:
HOMO level   -0.412 Eh
2S+1   1
M   145.1 g/mol
ΔE to the lowest compared entry with this formula, charge and spin   0.269 eV
SMILES string   CO/C(F)=N/C(F)(F)F

C3H3FHgO2 | ωB97M-V/def2-TZVPD

Last column: Mulliken spin population.
Positions of all 10 atoms, in Å:
H -1.794 -1.462 -0.329  0.002
H -0.108 -1.335 0.197  -0.012
O -1.505 0.589 -0.189  -0.010
O 0.238 0.589 1.040  0.051
C -1.004 -0.741 -0.549  0.038
C 1.150 -0.091 0.370  0.295
C -0.743 1.400 0.430  0.057
H -0.791 -0.683 -1.618  -0.003
F 1.688 0.167 -0.813  0.038
Hg 2.869 1.568 1.463  0.543

Values from the calculation:
HOMO level (spin up / spin down)   -0.531 / -0.529 Eh
2S+1   2
M   290.6 g/mol
ΔE to the lowest compared entry with this formula, charge and spin   5.255 eV
Total charge   +1

C3H3FIO2 | ωB97M-V/def2-TZVPD

Last column: Mulliken charge in e.
Positions of all 10 atoms, in Å:
C 0.141 -1.039 1.087  0.659
C -1.450 1.036 -1.661  -0.790
C 1.438 -0.295 0.647  -0.020
O -0.472 -0.453 1.972  -0.675
O -0.020 -2.099 0.494  -0.695
F 2.431 -1.092 0.201  -0.201
I 2.199 1.099 2.048  -0.069
H -2.145 1.238 -0.875  0.270
H -0.427 1.306 -1.516  0.253
H -1.695 0.300 -2.397  0.269

Values from the calculation:
HOMO level (spin up / spin down)   -0.154 / -0.176 Eh
2S+1   1
M   217.0 g/mol
ΔE to the lowest compared entry with this formula, charge and spin   3.442 eV
Total charge   -1

C3H3FN2 | ωB97M-V/def2-TZVPD

Last column: Mulliken charge in e.
Positions of all 9 atoms, in Å:
F 2.218 -0.036 0.192  -0.257
C 1.060 0.044 -0.508  0.335
N 0.210 1.162 -0.067  -0.451
C -0.901 0.692 0.291  -0.073
C -0.844 -0.694 0.394  -0.040
N 0.228 -1.132 -0.114  -0.458
H 1.404 0.014 -1.607  0.244
H -1.721 1.285 0.729  0.331
H -1.656 -1.335 0.690  0.369

Values from the calculation:
HOMO level   -0.382 Eh
2S+1   1
M   86.1 g/mol
ΔE to the lowest compared entry with this formula, charge and spin   1.544 eV
SMILES string   FC1N=CC=N1